Density functional theory data (the ωB97M-V functional and the def2-TZVPD basis) for a 2-piece molecular cluster, C9H17NO2 overall in a non-equilibrium geometry.

Results
- ΔE to the lowest compared entry with this formula, charge and spin (kJ/mol) = 368.3
- DFT total energy (Ha) = -558.236015
- F_max (eV Å⁻¹) = 6.04
- gap between HOMO and LUMO (eV) = 8.5
- structure (SMILES) = CC(C)(C)C(=O)O.CC(C)=C=N
- LUMO level (eV) = 0.67
- E_HOMO (eV) = -7.8

Geometry as XYZ:
```
29
Properties=species:S:1:pos:R:3:nbo_charge:R:1
O 0.39 1.50 -0.98 -0.6415
O -0.48 -0.31 -1.99 -0.7047
N 2.33 1.69 1.50 -0.6332
C -1.15 0.96 1.46 -0.6052
C 1.83 -0.23 -0.02 -0.3397
C -0.25 0.48 -0.93 0.8589
C 1.65 -1.55 0.76 -0.5971
C -1.40 0.19 0.10 -0.1382
C 2.02 0.83 0.73 0.5338
C 2.36 -0.40 -1.36 -0.6184
C -1.69 -1.24 0.48 -0.6112
C -2.64 0.89 -0.55 -0.6066
H 2.47 0.53 -2.09 0.2369
H 0.68 -2.02 0.42 0.2126
H -2.46 0.84 -1.66 0.2202
H -1.92 0.75 2.11 0.2096
H -3.58 0.39 -0.29 0.2174
H -2.60 1.96 -0.39 0.2218
H -0.11 0.70 1.78 0.2067
H -2.67 -1.30 0.87 0.2091
H 1.66 2.28 1.89 0.3773
H -1.70 -1.73 -0.57 0.2252
H -1.01 2.09 1.16 0.2141
H 2.58 -2.22 0.47 0.2130
H 0.03 -0.11 -2.72 0.4911
H 1.74 -1.10 -1.89 0.2034
H -1.05 -1.64 1.17 0.2100
H 1.52 -1.37 1.87 0.2220
H 3.44 -0.85 -1.32 0.2126
```

=====

Density functional theory data (the ωB97M-V functional and the def2-TZVPD basis) for a 2-piece molecular cluster, C9H17NO2S2 overall in a non-equilibrium geometry.

Results
- ΔE to the lowest compared entry with this formula, charge and spin (kJ/mol) = 388.9
- DFT total energy (Ha) = -1354.559690
- F_max (eV Å⁻¹) = 4.85
- gap between HOMO and LUMO (spin up / spin down) (eV) = 8.5 / 4.9
- LUMO level (spin up / spin down) (eV) = 0.40 / -1.56
- E_HOMO (spin up / spin down) (eV) = -8.1 / -6.5

Geometry as XYZ:
```
31
Properties=species:S:1:pos:R:3:nbo_charge:R:1
S 1.45 -1.23 -2.25 1.2132
S -2.80 0.65 -2.11 0.1711
O -0.88 -1.01 -1.32 -0.6138
O 1.64 -2.67 -2.28 -0.8903
N 2.05 -0.65 -0.80 -0.6382
C -1.72 0.34 0.45 -0.0212
C -2.65 1.43 0.71 -0.6713
C -1.68 -0.13 -0.87 0.3284
C 2.25 0.78 -0.70 -0.4156
C -0.28 0.61 2.48 -0.1058
C -2.13 0.04 -3.62 -0.7776
C 2.50 -1.45 0.20 -0.4190
C -0.63 -0.03 1.33 -0.2458
C 0.83 0.10 3.43 -0.6382
H -1.03 -0.05 -3.46 0.2527
H -2.58 0.45 -4.50 0.2441
H 1.34 -0.61 2.85 0.2175
H -2.49 -1.05 -3.57 0.2297
H 1.27 0.89 3.85 0.2168
H 2.30 1.23 -1.65 0.2178
H -0.13 -1.01 0.96 0.2387
H -3.59 1.22 0.42 0.2338
H -2.43 2.39 0.21 0.2412
H 3.24 0.90 -0.19 0.1901
H 1.80 -2.34 0.38 0.2220
H 3.53 -1.84 0.12 0.1857
H -0.99 1.33 2.84 0.1912
H -2.82 1.77 1.73 0.2218
H 1.60 1.21 0.08 0.2010
H 2.65 -0.83 1.06 0.1984
H 0.40 -0.43 4.22 0.2213
```

=====

Density functional theory data (the ωB97M-V functional and the def2-TZVPD basis) for an isolated ion of composition C9H17NO3P and charge -1 in a non-equilibrium geometry.

Results
- ΔE to the lowest compared entry with this formula, charge and spin (kJ/mol) = 318.6
- DFT total energy (Ha) = -974.917859
- F_max (eV Å⁻¹) = 5.37
- gap between HOMO and LUMO (spin up / spin down) (eV) = 7.8 / 6.1
- LUMO level (spin up / spin down) (eV) = 3.39 / 3.36
- E_HOMO (spin up / spin down) (eV) = -4.4 / -2.7
- net charge = -1

Geometry as XYZ:
```
31
Properties=species:S:1:pos:R:3:nbo_charge:R:1
P -2.77 -0.06 -0.06 2.3012
O -3.70 -0.43 -1.17 -1.1644
O -3.50 1.34 0.72 -1.0076
O -2.31 -0.95 1.03 -1.1747
N -1.12 0.06 -2.01 -0.8015
C -0.10 0.97 1.43 -0.0942
C 1.16 1.64 -0.54 -0.4027
C 1.07 -0.76 -0.04 -0.0665
C 0.66 -3.23 -0.58 -0.6056
C 2.59 1.40 -0.08 -0.6094
C 0.28 0.53 0.00 -0.2452
C -0.59 2.13 1.85 -0.4766
C 0.69 -2.14 0.49 -0.4863
C -1.15 0.60 -0.77 -0.1751
H -3.06 1.34 1.54 0.4671
H -0.88 3.08 1.35 0.2028
H -0.17 -2.10 1.08 0.2535
H 0.97 1.62 -1.61 0.1891
H 0.77 2.57 -0.21 0.2135
H 3.03 0.39 -0.55 0.2096
H -0.47 0.17 -2.65 0.3480
H 2.81 1.42 0.99 0.2167
H 1.68 -3.17 -0.80 0.1888
H 1.66 -0.84 -1.02 0.1429
H -2.03 -0.08 -2.37 0.4106
H -0.06 -3.09 -1.43 0.2144
H -0.93 2.11 2.90 0.1881
H 0.59 -4.35 -0.34 0.1945
H 3.26 2.16 -0.60 0.1906
H 0.24 0.26 2.18 0.1947
H 1.40 -2.59 1.27 0.1839
```

=====

Density functional theory data (the ωB97M-V functional and the def2-TZVPD basis) for an isolated molecule of C9H17NO4S.

Results
- ΔE to the lowest compared entry with this formula, charge and spin (kJ/mol) = 0.0
- DFT total energy (Ha) = -1107.059345
- F_max (eV Å⁻¹) = 0.78
- gap between HOMO and LUMO (eV) = 10.6
- structure (SMILES) = CCCCNC(=O)O[C@@H]1CCS(=O)(=O)C1
- LUMO level (eV) = 0.65
- E_HOMO (eV) = -9.9

Geometry as XYZ:
```
32
Properties=species:S:1:pos:R:3:nbo_charge:R:1
S -3.96 0.53 0.29 2.1559
O -0.46 -1.05 -0.44 -0.5256
O 0.41 -0.80 1.64 -0.6519
O -4.57 0.66 1.58 -0.9363
O -4.34 1.47 -0.73 -0.9427
N 1.74 -1.07 -0.18 -0.6242
C 0.57 -0.95 0.46 0.8873
C 3.27 1.65 0.30 -0.3975
C 3.02 -0.91 0.48 -0.2219
C -2.13 0.50 0.43 -0.6875
C 2.06 2.07 -0.52 -0.6029
C 3.83 0.27 -0.06 -0.4007
C -1.76 -0.94 0.12 0.0909
C -2.78 -1.47 -0.90 -0.4287
C -4.15 -1.18 -0.35 -0.6492
H -1.74 1.18 -0.32 0.2528
H -4.94 -1.19 -1.10 0.2569
H -2.63 -0.93 -1.84 0.2229
H 2.29 2.00 -1.59 0.1981
H 3.60 -1.83 0.36 0.1933
H 1.80 3.10 -0.30 0.2129
H 2.80 -0.76 1.54 0.2306
H -2.61 -2.53 -1.08 0.2323
H 1.20 1.45 -0.31 0.1975
H 3.01 1.66 1.36 0.2028
H -1.84 0.82 1.43 0.2713
H 3.91 0.19 -1.15 0.1912
H 4.07 2.39 0.16 0.2031
H 4.84 0.18 0.35 0.2131
H 1.73 -1.16 -1.19 0.4042
H -1.80 -1.53 1.05 0.2110
H -4.41 -1.81 0.50 0.2410
```

=====

Density functional theory data (the ωB97M-V functional and the def2-TZVPD basis) for an isolated molecule of C9H17NOS in a non-equilibrium geometry.

Results
- ΔE to the lowest compared entry with this formula, charge and spin (kJ/mol) = 980.8
- DFT total energy (Ha) = -880.944048
- F_max (eV Å⁻¹) = 5.22
- gap between HOMO and LUMO (eV) = 7.6
- structure (SMILES) = C=[S@](=O)(/C(C)=C\C=C\C)N(C)C
- LUMO level (eV) = -0.46
- E_HOMO (eV) = -8.0

Geometry as XYZ:
```
29
Properties=species:S:1:pos:R:3:nbo_charge:R:1
S 1.01 -0.82 -1.17 1.4829
O 2.79 -1.80 -1.54 -0.8419
N 1.62 0.82 -1.08 -0.5548
C -3.83 1.07 0.48 -0.6385
C -1.86 -0.25 0.68 -0.2552
C -0.61 -0.89 1.17 -0.1639
C -2.90 0.28 1.32 -0.1338
C 1.63 -2.02 1.20 -0.6595
C 0.39 -1.48 0.46 -0.1600
C 2.92 0.82 -0.37 -0.4596
C -0.20 -0.66 -2.24 -0.9831
C 0.71 1.82 -0.53 -0.4350
H 1.35 -3.06 1.66 0.2216
H -3.91 0.81 -0.54 0.2251
H 3.05 1.06 0.74 0.1869
H -4.77 1.04 0.97 0.2139
H 1.96 -1.44 1.99 0.2110
H -0.14 -0.26 -3.20 0.2502
H -3.59 2.08 0.45 0.2223
H 3.52 1.50 -1.04 0.2122
H -0.42 -1.16 2.18 0.2171
H 0.08 1.65 0.40 0.1993
H -1.05 -1.39 -2.29 0.2481
H -2.85 0.25 2.38 0.2064
H 0.04 1.91 -1.42 0.2203
H -1.86 -0.33 -0.49 0.2245
H 2.44 -2.14 0.61 0.2733
H 1.15 2.71 -0.38 0.2109
H 3.33 -0.11 -0.43 0.2594
```

=====

Density functional theory data (the ωB97M-V functional and the def2-TZVPD basis) for C9H18BiCl2N3O4PRh as an isolated structure in a non-equilibrium geometry.

Results
- ΔE to the lowest compared entry with this formula, charge and spin (kJ/mol) = 163.2
- DFT total energy (Ha) = -2404.045092
- F_max (eV Å⁻¹) = 7.43
- gap between HOMO and LUMO (spin up / spin down) (eV) = 6.8 / 5.4
- LUMO level (spin up / spin down) (eV) = -15.44 / -17.79
- E_HOMO (spin up / spin down) (eV) = -22.2 / -23.1
- net charge = +4
- ⟨S²⟩ = 6.03
- 2S+1 = 5

Geometry as XYZ:
```
39
Properties=species:S:1:pos:R:3:mulliken_spin:R:1
Bi -0.08 -0.93 -4.49 -0.0358
Rh 0.50 -0.85 -2.03 1.7359
Cl 1.64 -2.58 -3.24 0.1430
Cl -1.43 1.10 -3.80 0.1065
P 0.07 0.45 0.84 -0.0083
O -0.28 0.18 -8.33 0.0008
O -1.95 -2.46 -1.33 -0.0204
O 0.22 0.74 -0.63 0.1027
O 0.47 -2.74 -8.17 -0.0002
N 0.86 -0.93 1.33 0.2115
N 0.54 1.85 1.59 0.6259
N -1.48 0.28 1.41 0.6820
C -1.07 -1.76 -1.63 0.0160
C 2.02 -1.40 0.56 0.0107
C -0.30 -0.11 -7.22 -0.0032
C -2.07 -0.98 1.84 0.0134
C 1.75 2.54 1.16 0.0056
C 0.21 -2.35 -7.11 -0.0018
C 0.15 2.16 2.96 0.0122
C 1.01 -1.13 2.78 0.0122
C -2.44 1.34 1.06 0.0092
H 2.66 2.08 1.59 0.0562
H -3.44 0.92 1.19 0.0111
H 0.04 3.25 3.04 0.0337
H 2.19 -2.45 0.85 0.0118
H -1.63 -1.83 1.29 0.0242
H 2.93 -0.84 0.83 0.0131
H 0.90 1.84 3.70 0.0468
H 1.34 -0.24 3.33 0.0040
H -2.30 2.21 1.72 0.0387
H 1.85 2.53 0.07 0.0088
H 1.66 3.58 1.51 0.0221
H -0.81 1.69 3.22 0.0050
H 1.82 -1.32 -0.55 -0.0186
H -3.14 -0.96 1.60 0.0187
H 0.08 -1.50 3.22 0.0056
H -2.32 1.66 0.02 0.0403
H 1.77 -1.92 2.90 0.0026
H -1.94 -1.11 2.93 0.0578
```

=====

Density functional theory data (the ωB97M-V functional and the def2-TZVPD basis) for C9H18BrCl2O6Pt as an isolated structure in a non-equilibrium geometry.

Results
- DFT total energy (Ha) = -4418.503410
- F_max (eV Å⁻¹) = 2.64
- gap between HOMO and LUMO (spin up / spin down) (eV) = 6.8 / 4.5
- LUMO level (spin up / spin down) (eV) = -6.04 / -8.35
- E_HOMO (spin up / spin down) (eV) = -12.9 / -12.9
- net charge = +1
- ⟨S²⟩ = 2.01
- 2S+1 = 3

Geometry as XYZ:
```
37
Properties=species:S:1:pos:R:3:mulliken_spin:R:1
Pt -1.05 3.25 -1.22 1.1674
Br -1.51 0.77 -0.61 0.7130
Cl -5.02 1.07 2.53 0.0039
Cl -2.74 -0.56 3.50 0.0028
O 2.47 4.42 1.03 0.0061
O 0.71 3.49 0.05 0.0640
O 1.72 2.63 1.90 0.0009
O -0.92 -3.05 -1.95 0.0027
O 1.28 -2.56 -1.99 0.0013
O 0.44 -4.26 -0.82 -0.0001
C 1.74 -4.86 -0.65 -0.0001
C 1.03 0.80 3.30 -0.0007
C 2.74 5.27 -0.10 -0.0001
C -1.28 -2.20 -3.04 0.0062
C 1.57 3.49 0.92 -0.0065
C 0.89 1.45 1.94 -0.0049
C -2.35 -2.89 -3.83 0.0038
C -3.29 0.95 2.79 0.0226
C 0.35 -3.20 -1.59 -0.0007
H -1.99 -3.85 -4.20 0.0018
H 2.20 6.19 0.08 -0.0001
H -3.24 -3.05 -3.22 -0.0004
H 1.26 0.78 1.16 0.0002
H -2.70 -2.28 -4.67 -0.0008
H 2.51 4.85 -1.07 0.0004
H -2.80 1.12 1.83 0.0039
H -1.63 -1.25 -2.62 0.0086
H -0.34 -2.06 -3.59 -0.0035
H 1.57 -5.91 -0.41 0.0000
H -2.97 1.74 3.45 0.0006
H 0.37 -0.07 3.33 0.0001
H -0.12 1.75 1.65 0.0077
H 0.81 1.41 4.17 0.0001
H 2.23 -4.47 0.24 0.0000
H 2.02 0.37 3.37 -0.0001
H 3.81 5.47 -0.04 -0.0002
H 2.24 -4.77 -1.61 0.0000
```

=====

Question: What is the formula in the second record?
Answer: C9H17NO2S2

=====

Question: The lowest F_max belongs to which entry?
Answer: C9H17NO4S

=====

Question: Which value of DFT total energy does entry 1 give?
Answer: -558.236015 Ha